Molecular formula: C48H54BN15O3S6Ti
Method: DFT, ωB97M-V/def2-TZVPD

Geometry as XYZ:
```
128
Properties=species:S:1:pos:R:3
Ti -0.07960 -1.65153 -0.39817
C 5.41644 2.49481 1.62973
C 4.06426 1.77670 1.72777
C 4.07402 0.56915 0.80015
C 3.80416 1.28863 3.15965
N 3.00141 2.72477 1.39290
C 2.80195 3.83899 2.17934
C 1.63322 4.39676 1.82260
N 1.08752 3.64842 0.81110
B -0.32372 3.97571 0.33829
N -1.38045 3.62306 1.41008
C -2.56888 4.30299 1.40517
C -3.25415 3.97683 2.51840
N -2.49294 3.08440 3.23055
C -1.34550 2.87359 2.53374
S -0.10699 1.79055 2.90403
C -2.84146 2.52231 4.53721
C -2.95830 1.00332 4.42372
C -1.74205 2.92264 5.52307
C -4.18294 3.08411 5.01019
N -0.68607 3.40737 -1.06503
C 0.00106 3.94479 -2.12231
C -0.76553 3.85948 -3.22763
N -1.94587 3.24480 -2.87461
C -1.84502 2.93351 -1.55180
S -2.95785 1.96681 -0.70582
C -3.18448 3.26043 -3.66697
C -4.20185 4.15498 -2.95018
C -3.75756 1.85192 -3.81934
C -2.89182 3.85629 -5.04495
C 1.93773 2.62649 0.53749
S 1.74098 1.60054 -0.77571
H 6.22477 1.78121 1.76771
H 5.51785 3.26898 2.38450
H 5.52301 2.95266 0.65010
H 4.85333 -0.12120 1.11739
H 4.26048 0.86250 -0.22885
H 3.11456 0.05890 0.84041
H 4.52071 0.51683 3.42734
H 2.79708 0.88331 3.23008
H 3.88525 2.09905 3.87802
H 3.49831 4.15154 2.92563
H 1.13802 5.26301 2.20824
H -0.38850 5.17076 0.21574
H -2.82352 4.96876 0.60692
H -4.21211 4.31736 2.84172
H -1.99753 0.57076 4.17235
H -3.65862 0.73381 3.63760
H -3.29782 0.58623 5.36778
H -0.79119 2.51204 5.19554
H -1.96885 2.54869 6.51676
H -1.65286 4.00606 5.56361
H -4.98849 2.78892 4.34289
H -4.15943 4.16778 5.08686
H -4.40350 2.68643 5.99724
H 0.98555 4.33887 -1.98290
H -0.53659 4.16912 -4.22266
H -4.43241 3.73937 -1.97493
H -5.11914 4.20651 -3.52955
H -3.81097 5.16122 -2.82034
H -4.15749 1.50965 -2.87127
H -2.98880 1.15397 -4.13146
H -4.55652 1.86285 -4.55607
H -2.53272 4.87898 -4.95564
H -3.80720 3.87806 -5.63121
H -2.15516 3.26076 -5.57620
C 3.67797 -3.46347 1.05066
C 4.39370 -3.69262 -0.12587
C 4.03380 -2.98750 -1.24197
C 2.91207 -2.12818 -1.20390
N 2.16827 -1.97386 -0.08256
C 2.61376 -2.58909 1.02201
N 2.72277 -1.35041 -2.28471
C 1.57344 -0.92062 -2.68347
N 0.35993 -1.42017 -2.30921
C -0.59301 -0.88788 -3.13450
N -1.84728 -1.18906 -3.17537
C -2.45758 -1.99443 -2.27435
C -3.62650 -2.63447 -2.72881
C -4.33841 -3.44078 -1.87717
C -3.92394 -3.52969 -0.55027
C -2.79467 -2.84188 -0.16035
N -2.02844 -2.13622 -0.99768
C 0.04043 0.00870 -4.10541
C -0.44411 0.73082 -5.17949
C 0.44614 1.53762 -5.87260
C 1.78503 1.60975 -5.50906
C 2.29038 0.83828 -4.47096
C 1.40458 0.02940 -3.78640
H 3.96005 -3.93979 1.97535
H 5.23679 -4.36708 -0.13269
H 4.58178 -3.03825 -2.16863
H 2.10525 -2.34612 1.94895
H -3.90382 -2.49145 -3.76071
H -5.20862 -3.98313 -2.21587
H -4.45033 -4.14050 0.16445
H -2.50218 -2.85250 0.88496
H -1.47599 0.64553 -5.47753
H 0.09690 2.11829 -6.71513
H 2.44739 2.25552 -6.06581
H 3.33254 0.86588 -4.19543
N 4.42285 -8.05828 1.15775
C 3.27178 -7.44750 0.72771
C 2.13056 -7.43577 1.53726
C 0.99865 -6.75729 1.13738
C 0.99173 -6.07582 -0.06727
C 2.10406 -6.08536 -0.88858
C 3.23251 -6.77864 -0.50088
S -0.38416 -5.01220 -0.44189
O -1.58434 -5.54822 0.14848
O -0.39658 -4.68673 -1.84417
N 0.03387 -3.62008 0.26825
C -0.23611 -3.25640 1.50761
S -0.56610 -4.27726 2.88592
C -0.61932 -2.83226 3.86934
C -0.41192 -1.73120 3.11753
N -0.19804 -1.97092 1.79289
H 4.34096 -8.70928 1.92012
H 5.12400 -8.27592 0.47041
H 2.13922 -7.96166 2.48036
H 0.10522 -6.74793 1.74215
H 2.06001 -5.55424 -1.82681
H 4.09783 -6.81003 -1.14469
H -0.79789 -2.91473 4.92179
H -0.39290 -0.70968 3.46217
O -2.21024 0.08126 1.41634
S -1.28168 0.94384 0.68520
N -0.49129 0.04422 -0.28081
```

Calculated values
LUMO energy ... -0.02327 hartree
Spin multiplicity ... 1
Highest occupied orbital energy ... -0.22534 hartree
ΔE to the lowest compared entry with this formula, charge and spin ... 37.7 kcal/mol
E_tot ... -6172.25735 hartree

Molecular formula: C7H8
Method: DFT, ωB97M-V/def2-TZVPD

Geometry as XYZ:
```
15
Properties=species:S:1:pos:R:3
C -1.89856 -0.40131 0.31671
C -2.71629 -0.25888 -0.69959
C -0.66473 -0.20691 0.82003
C 0.42421 -0.28211 1.56275
C -1.23133 0.31558 -0.94354
C 1.61748 0.56617 1.44457
C -0.37500 -0.47227 -1.91132
H 0.13440 -0.67145 2.58280
H -1.09162 1.41326 -1.00985
H 2.48577 -0.10301 1.24463
H 1.85133 1.12635 2.33565
H 1.55099 1.26405 0.54852
H -0.47887 -1.60593 -1.86395
H 0.64094 -0.49269 -1.46731
H -0.24871 -0.19084 -2.96009
```

Calculated values
LUMO energy ... 0.01378 hartree
Spin multiplicity ... 1
Highest occupied orbital energy ... -0.32758 hartree
ΔE to the lowest compared entry with this formula, charge and spin ... 157.5 kcal/mol
E_tot ... -271.28042 hartree

Molecular formula: C28H49BrNO3P3Ru
Method: DFT, ωB97M-V/def2-TZVPD

Geometry as XYZ:
```
86
Properties=species:S:1:pos:R:3
N -6.03014 -1.72013 4.05467
C -5.29580 -0.80160 4.68975
C -4.86420 0.37772 4.07456
C -5.15983 0.56617 2.70221
C -6.03188 -0.36313 2.07971
C -6.42730 -1.49455 2.80415
C -4.46364 1.55726 1.91251
Ru 0.39683 0.66709 -0.96640
P 3.01763 0.45504 -1.58482
C -4.35565 1.44498 0.55404
C -3.34679 2.05443 -0.24174
C -3.36484 1.86371 -1.66714
C -2.15137 1.78146 -2.32367
C -1.05550 1.85983 -1.44429
C -1.06594 2.73374 -0.32666
C -2.24832 2.68932 0.38416
Br 1.01453 2.40984 -2.69601
H -4.00413 2.40228 2.44238
H -5.07664 0.84068 0.00514
H -4.22140 1.07105 4.61721
H -6.34928 -0.27727 1.04172
H -5.02137 -1.01182 5.72775
H -7.06860 -2.24238 2.32505
H -4.33320 1.78029 -2.17306
H -2.30015 3.02603 1.41814
H -2.00327 1.67008 -3.39474
H -0.20207 3.34839 -0.06767
P -0.44064 -1.38231 -1.16152
C 3.76977 2.04492 -1.00956
C 4.71783 2.73083 -1.97879
H 4.24471 1.87066 -0.03445
H 2.92366 2.71488 -0.81084
H 4.83391 3.78068 -1.68226
H 5.72345 2.29198 -2.00207
H 4.32505 2.73425 -2.99813
C 3.11705 0.17832 -3.41182
C 4.50250 0.17294 -4.04181
H 2.47269 0.94313 -3.88357
H 2.61388 -0.78612 -3.58136
H 4.39820 0.12271 -5.13598
H 5.08014 1.07568 -3.81533
H 5.08298 -0.69935 -3.71777
C 4.03454 -0.89403 -0.86600
C 5.52145 -0.58335 -0.71817
H 3.90392 -1.77988 -1.50230
H 3.57943 -1.10335 0.11563
H 6.02001 -1.46181 -0.29488
H 6.00303 -0.36135 -1.67980
H 5.70751 0.25871 -0.04447
C 0.21403 -2.84141 -0.24391
C 1.43053 -3.55555 -0.83202
H -0.63329 -3.53720 -0.14446
H 0.47817 -2.46506 0.75797
H 1.72177 -4.37267 -0.15858
H 1.23893 -4.00704 -1.80976
H 2.30488 -2.89511 -0.91788
C -0.38634 -1.87225 -2.92136
C -1.69962 -1.67992 -3.67801
H -0.06984 -2.92379 -2.96330
H 0.41865 -1.27504 -3.37821
H -1.58162 -2.06465 -4.69761
H -2.51712 -2.23847 -3.21077
H -1.98999 -0.62757 -3.75054
C -2.22009 -1.27221 -0.65823
C -2.48618 -1.45676 0.82798
H -2.80584 -1.97281 -1.26508
H -2.53079 -0.25834 -0.94412
H -3.54750 -1.26278 1.04241
H -2.24464 -2.46917 1.17298
H -1.91402 -0.73469 1.42812
C 2.69887 -0.93000 2.89267
O 1.82453 -0.82384 1.72524
P 0.94845 0.48844 1.24768
O -0.33996 0.49101 2.26880
C -0.55060 -0.29790 3.46765
O 1.82618 1.77805 1.74529
C 1.41387 2.56868 2.89721
H 3.56582 -1.54437 2.60494
H 2.16340 -1.42720 3.71949
H 3.06506 0.05973 3.21701
H -0.52694 -1.37931 3.24349
H 0.18632 -0.02922 4.24041
H -1.55796 -0.04201 3.83213
H 0.36927 2.88903 2.80107
H 1.54263 1.97729 3.81235
H 2.06823 3.44749 2.93728
```

Calculated values
LUMO energy (spin up / spin down) ... -0.46625 / -0.54276 hartree
Charge ... +4
<S²> ... 6.077
Spin multiplicity ... 5
Highest occupied orbital energy (spin up / spin down) ... -0.67436 / -0.74152 hartree
E_tot ... -5068.10986 hartree

Molecular formula: C8H13FNO
Method: DFT, ωB97M-V/def2-TZVPD

Geometry as XYZ:
```
24
Properties=species:S:1:pos:R:3
C -2.14895 -0.48481 -0.51284
C -3.11148 -1.05712 -0.03779
C 2.49774 0.24540 0.37823
C 2.04272 -1.20130 0.76551
C 1.43034 0.51478 -0.70005
C 0.62039 -1.36934 0.33965
C -1.49660 2.33509 0.10754
C -0.97503 0.15410 -0.89759
N 0.23785 0.03183 -0.10140
O -4.19350 -1.63561 0.28947
F -0.55715 2.36443 1.08796
H 2.48436 1.06395 1.07189
H 3.50926 0.17717 -0.07718
H 2.73519 -1.94964 0.43731
H 2.22269 -1.22198 1.72711
H 1.28376 1.62827 -0.89822
H 1.80965 0.07356 -1.63436
H 0.56476 -2.14067 -0.48341
H -0.00122 -1.54214 1.19037
H -1.10018 2.79019 -0.83366
H -2.55007 2.31053 0.43192
H -0.85292 0.31597 -1.89004
H 0.14674 0.58993 0.75503
H -4.59836 -1.99257 -0.51545
```

Calculated values
LUMO energy (spin up / spin down) ... -0.15118 / -0.12608 hartree
Charge ... +1
Spin multiplicity ... 1
Highest occupied orbital energy (spin up / spin down) ... -0.43964 / -0.43339 hartree
ΔE to the lowest compared entry with this formula, charge and spin ... 74.8 kcal/mol
E_tot ... -542.01579 hartree

Molecular formula: C40H46P2SiTi
Method: DFT, ωB97M-V/def2-TZVPD

Geometry as XYZ:
```
90
Properties=species:S:1:pos:R:3
Ti -3.21223 -1.06198 -2.94843
C -4.23759 -2.64842 -3.91771
C -3.10827 -2.07220 -4.57583
C -3.12090 -0.93374 -5.53819
C -4.24089 0.07618 -5.25168
C -4.35860 0.42165 -3.79370
C -5.13889 -0.26635 -2.84760
C -6.17066 -1.31667 -3.13781
C -5.70441 -2.39145 -4.11674
C -0.59465 1.22660 0.95254
H -4.12862 -3.69784 -3.60916
H -2.18982 -2.65047 -4.57031
H -3.23238 -1.35720 -6.54812
H -2.12185 -0.46121 -5.51541
H -3.96885 0.98517 -5.80902
H -5.19149 -0.30872 -5.64778
H -3.96791 1.41953 -3.58409
H -5.43691 0.30744 -1.98424
H -7.08436 -0.87375 -3.54191
H -6.47786 -1.81647 -2.20254
H -6.24176 -3.31276 -3.83521
H -6.00597 -2.18391 -5.15720
H -0.62942 0.14557 0.84486
H -0.83692 1.51179 1.97302
H 0.41148 1.54071 0.66891
P -0.06513 -1.43551 -2.30105
P -1.78989 1.95163 -0.15016
C -0.94443 0.09361 -2.51306
C -1.79859 0.86457 -1.65141
C 1.30395 -1.60509 -3.47740
C 1.16841 -1.47973 -4.87650
C 2.27531 -1.64767 -5.70583
C 3.54050 -1.92195 -5.16213
C 3.70359 -1.95150 -3.77865
C 2.59350 -1.78576 -2.95023
C -1.13335 -2.92557 -2.18867
C -2.39237 -2.94954 -1.55172
C -2.80823 -4.02619 -0.76822
C -2.15111 -5.23835 -0.87023
C -1.00631 -5.32054 -1.68205
C -0.49102 -4.18312 -2.30606
C -1.45456 3.73397 -0.49847
C -0.24413 4.09454 -1.12704
C 0.12380 5.43312 -1.32991
C -0.71199 6.48155 -0.93599
C -1.93165 6.14931 -0.33452
C -2.29141 4.80759 -0.11456
C -3.45815 1.66243 0.58969
C -3.62927 1.14149 1.88669
C -4.90255 0.83331 2.38142
C -6.03932 0.98810 1.59073
C -5.86543 1.42604 0.27923
C -4.60963 1.80540 -0.19718
H -0.61029 0.69032 -3.38137
H -2.73996 1.22492 -2.12956
H 0.17492 -1.27301 -5.27254
H 2.13274 -1.59259 -6.78130
H 4.38153 -2.12981 -5.81835
H 4.67404 -2.13793 -3.31914
H 2.72185 -1.80764 -1.86831
H -3.32286 -2.32009 -1.79612
H -3.74501 -3.88388 -0.22556
H -2.54265 -6.07064 -0.28555
H -0.53051 -6.29764 -1.75381
H 0.42624 -4.25827 -2.87727
H 0.41507 3.29933 -1.47268
H 1.06679 5.65400 -1.83152
H -0.43002 7.52294 -1.13612
H -2.61455 6.95862 -0.06690
H -3.25330 4.60933 0.35553
H -2.75332 0.97730 2.50435
H -5.02663 0.48315 3.39943
H -7.03909 0.79224 1.98673
H -6.72474 1.47494 -0.38293
H -4.51868 2.21236 -1.19879
C 3.49416 0.11745 1.88166
Si 2.76082 -1.56457 1.51027
C 3.99698 -2.72302 0.63515
C 2.00568 -2.42145 2.99962
C 1.36859 -1.47061 0.27524
C 0.69212 -1.43813 -0.74435
H 4.33995 0.02525 2.57245
H 2.74631 0.77294 2.35112
H 3.86403 0.60063 0.96466
H 4.86375 -2.97480 1.26121
H 3.45080 -3.64860 0.40138
H 4.34965 -2.27535 -0.30538
H 1.19918 -1.79508 3.40488
H 1.57719 -3.36911 2.64220
H 2.73889 -2.63361 3.78963
```

Calculated values
LUMO energy (spin up / spin down) ... 0.01469 / 0.01520 hartree
<S²> ... 2.015
Spin multiplicity ... 3
Highest occupied orbital energy (spin up / spin down) ... -0.17480 / -0.19023 hartree
ΔE to the lowest compared entry with this formula, charge and spin ... 99.9 kcal/mol
E_tot ... -3373.10015 hartree